A structure of composition C57H46O7P3RhS3. Source: OMol25; level of theory: wB97M-V/def2-TZVPD.

F_max = 0.596 eV Å⁻¹
total charge = 0
Kohn-Sham gap (spin up / spin down) = 6.4 / 6.4 eV
highest occupied orbital energy (spin up / spin down) = -7.59 / -7.59 eV
energy = -5055.62259 a.u.

Each line ends with the Löwdin charge.
CARTESIAN COORDINATES (ANGSTROEM)
Rh  -0.746  -0.246  -0.378  0.360
O  -5.073  -0.199  0.659  -0.266
S  -4.063  -0.674  -0.247  0.490
O  -2.719  -0.105  0.184  -0.554
O  -3.993  -2.085  -0.487  -0.280
C  -4.388  0.184  -1.758  -0.250
C  -5.663  0.007  -2.273  -0.033
C  -6.057  0.699  -3.405  -0.052
C  -5.178  1.584  -4.005  -0.055
C  -3.899  1.747  -3.497  -0.069
C  -3.482  1.034  -2.375  -0.316
P  -1.771  1.278  -1.802  1.077
C  -1.984  2.445  -0.409  -0.343
C  -1.028  2.421  0.603  -0.143
C  -1.188  3.168  1.761  -0.083
C  -2.319  3.954  1.913  -0.073
C  -3.285  3.977  0.914  -0.051
C  -3.128  3.219  -0.236  -0.049
C  -1.002  2.255  -3.130  -0.340
C  -0.765  3.616  -2.938  -0.080
C  -0.326  4.402  -3.994  -0.083
C  -0.121  3.840  -5.244  -0.081
C  -0.349  2.485  -5.438  -0.059
C  -0.794  1.693  -4.391  -0.099
H  -6.342  -0.670  -1.771  0.126
H  -7.050  0.553  -3.810  0.109
H  -5.476  2.142  -4.883  0.108
H  -3.217  2.421  -3.999  0.103
H  -0.133  1.809  0.487  0.044
H  -0.439  3.126  2.543  0.114
H  -2.455  4.540  2.812  0.107
H  -4.176  4.578  1.040  0.110
H  -3.902  3.213  -0.992  0.116
H  -0.931  4.072  -1.973  0.105
H  -0.149  5.458  -3.836  0.109
H  0.209  4.460  -6.068  0.106
H  -0.206  2.043  -6.416  0.111
H  -1.056  0.656  -4.559  0.086
C  4.420  -2.436  3.589  0.002
C  4.081  -0.931  3.626  -0.421
C  5.039  -0.223  4.579  -0.041
C  2.633  -0.787  4.069  -0.093
C  2.204  -0.595  5.378  -0.006
C  0.852  -0.624  5.699  -0.057
C  -0.101  -0.859  4.719  -0.048
C  0.296  -1.038  3.398  -0.262
P  -0.821  -1.438  2.015  1.136
C  -0.664  -3.245  1.889  -0.357
C  0.276  -3.971  2.616  -0.074
C  0.366  -5.347  2.460  -0.081
C  -0.487  -6.004  1.586  -0.078
C  -1.432  -5.286  0.868  -0.058
C  -1.522  -3.910  1.010  -0.162
C  -2.416  -1.123  2.834  -0.376
C  -2.771  0.206  3.061  -0.114
C  -3.940  0.518  3.727  -0.069
C  -4.782  -0.498  4.159  -0.074
C  -4.442  -1.820  3.930  -0.064
C  -3.259  -2.137  3.272  -0.060
C  1.647  -0.980  3.114  -0.238
O  1.967  -1.176  1.796  0.001
C  3.080  -0.519  1.360  -0.198
C  3.057  -0.046  0.063  -0.260
C  4.252  0.478  -0.447  -0.079
C  5.374  0.585  0.346  -0.049
C  5.327  0.186  1.679  -0.004
C  4.183  -0.382  2.208  -0.084
P  1.583  0.000  -1.057  1.070
C  2.221  -1.096  -2.363  -0.375
C  3.227  -2.019  -2.074  -0.080
C  3.732  -2.835  -3.073  -0.068
C  3.247  -2.733  -4.369  -0.065
C  2.227  -1.843  -4.653  -0.064
C  1.704  -1.044  -3.651  -0.133
C  1.924  1.717  -1.639  -0.357
C  2.279  2.031  -2.946  -0.083
C  2.671  3.322  -3.275  -0.075
C  2.699  4.316  -2.311  -0.080
C  2.348  4.012  -1.003  -0.065
C  1.979  2.719  -0.671  -0.116
H  4.316  -2.869  4.586  0.095
H  5.445  -2.582  3.246  0.094
H  3.752  -2.970  2.911  0.092
H  4.957  -0.641  5.582  0.081
H  4.838  0.848  4.629  0.104
H  6.073  -0.371  4.269  0.080
H  2.928  -0.433  6.165  0.109
H  0.541  -0.478  6.725  0.107
H  -1.150  -0.904  4.977  0.109
H  0.938  -3.472  3.312  0.098
H  1.101  -5.904  3.026  0.101
H  -0.414  -7.077  1.465  0.103
H  -2.101  -5.790  0.183  0.115
H  -2.265  -3.366  0.442  0.052
H  -2.135  1.006  2.697  0.086
H  -4.210  1.555  3.881  0.106
H  -5.711  -0.255  4.659  0.105
H  -5.100  -2.615  4.255  0.106
H  -3.006  -3.174  3.102  0.107
H  4.291  0.820  -1.472  0.118
H  6.287  0.995  -0.065  0.109
H  6.206  0.306  2.296  0.110
H  3.622  -2.107  -1.071  0.105
H  4.506  -3.553  -2.834  0.104
H  3.642  -3.373  -5.147  0.106
H  1.788  -1.808  -5.640  0.114
H  0.861  -0.407  -3.870  0.085
H  2.291  1.269  -3.711  0.095
H  2.956  3.544  -4.295  0.112
H  3.003  5.322  -2.573  0.107
H  2.386  4.773  -0.235  0.108
H  1.793  2.482  0.372  0.102
O  -2.077  -0.801  -3.580  -0.445
S  -1.716  -2.210  -3.393  0.172
O  -2.826  -3.110  -3.248  -0.350
O  -0.672  -2.649  -4.292  -0.377
S  -0.755  -2.239  -1.479  0.516